1.
Here is a molecular structure, C21H18I3N3O9S from the OMol25 dataset. Energies are from wB97M-V/def2-TZVPD.

Values from the calculation:
* orbital gap: 7.18 eV
* spin multiplicity: 1
* DFT total energy: -80093.61150 eV

Geometry (Å):
C 3.282 5.130 -1.810
C 1.915 4.620 -2.152
I 1.077 5.472 -3.863
C 1.225 3.687 -1.521
I 1.995 2.610 0.096
O -0.019 3.280 -1.899
S -1.364 3.562 -0.913
O -2.336 4.102 -1.835
O -0.799 4.724 0.021
I -1.081 6.659 -0.415
H 3.212 6.172 -1.472
H 3.938 5.107 -2.687
H 3.748 4.533 -1.021
C -0.870 -3.058 1.682
C -0.242 -3.587 2.802
C 0.657 -2.820 3.527
C 0.907 -1.526 3.108
C 0.299 -0.976 1.994
C -0.596 -1.757 1.280
N 1.852 -0.704 3.887
O 2.383 -1.218 4.852
O 2.043 0.440 3.525
H -1.572 -3.659 1.122
H -0.457 -4.600 3.113
H 1.156 -3.212 4.400
H 0.514 0.037 1.690
H -1.088 -1.344 0.409
C 2.559 0.897 -7.635
C 2.587 0.194 -6.438
C 3.203 0.741 -5.324
C 3.781 1.991 -5.441
C 3.769 2.711 -6.621
C 3.150 2.150 -7.727
N 4.420 2.587 -4.254
O 4.425 1.940 -3.227
O 4.896 3.701 -4.370
H 2.073 0.467 -8.501
H 2.125 -0.782 -6.369
H 3.236 0.214 -4.382
H 4.231 3.686 -6.667
H 3.128 2.696 -8.660
C -5.532 -3.933 6.589
C -5.781 -2.856 5.748
C -5.257 -2.838 4.465
C -4.491 -3.913 4.054
C -4.224 -4.995 4.873
C -4.754 -4.998 6.153
N -3.939 -3.905 2.689
O -4.160 -2.936 1.992
O -3.280 -4.866 2.337
H -5.946 -3.942 7.588
H -6.385 -2.027 6.090
H -5.436 -2.011 3.795
H -3.619 -5.813 4.513
H -4.559 -5.834 6.811

natural (NBO) atomic charge list, values in e, 5 entries: -0.675 -0.208 0.160 0.098 0.155

***

2.
Here is 2 unconnected molecules or ions with the total composition C21H18N2 from the OMol25 dataset. Energies are from wB97M-V/def2-TZVPD.

Values from the calculation:
* orbital gap: 2.35 eV
* spin multiplicity: 1
* DFT total energy: -25046.17199 eV
* energy above the lowest of the compared OMol25 structures with the same formula, charge and spin: 373.71 kJ/mol

Geometry (Å):
C -4.878 -2.711 1.262
C -3.440 -2.310 1.205
C -3.079 -0.967 1.236
C -1.761 -0.591 1.172
C -0.716 -1.538 1.081
C 0.618 -1.050 1.023
C 1.886 -1.681 1.124
C 3.029 -0.852 1.042
C 4.298 -1.366 1.122
C 4.482 -2.728 1.280
C 3.386 -3.569 1.390
C 2.110 -3.060 1.331
C -1.104 -2.894 1.030
C -2.428 -3.261 1.094
H -4.984 -3.796 1.298
H -5.375 -2.306 2.145
H -5.430 -2.357 0.389
H -3.857 -0.225 1.318
H -1.504 0.454 1.202
H 0.687 0.017 0.883
H 2.894 0.211 0.936
H 5.156 -0.712 1.065
H 5.481 -3.129 1.320
H 3.548 -4.629 1.522
H 1.285 -3.726 1.484
H -0.366 -3.653 0.865
H -2.711 -4.300 1.035
C -0.338 5.843 -2.665
C 0.211 4.923 -3.540
C 0.538 3.659 -3.053
C 0.310 3.333 -1.687
C -0.245 4.275 -0.822
C -0.563 5.523 -1.326
N 0.716 2.037 -1.493
C 1.152 1.645 -2.688
N 1.079 2.553 -3.658
H -0.600 6.826 -3.026
H 0.383 5.169 -4.574
H -0.420 4.026 0.211
H -0.997 6.263 -0.671
H 1.545 0.652 -2.860

natural (NBO) atomic charge list, values in e, 5 entries: -0.652 0.112 -0.239 -0.070 -0.119

***

3.
Here is C21H18N2O2S2 in the gas phase from the OMol25 dataset. Energies are from wB97M-V/def2-TZVPD.

Values from the calculation:
* orbital gap: 8.11 eV
* spin multiplicity: 1
* DFT total energy: -50815.54209 eV
* energy above the lowest of the compared OMol25 structures with the same formula, charge and spin: 1.38 kJ/mol

Geometry (Å):
C -3.363 1.300 -3.078
C -3.047 1.855 -1.725
C -3.668 1.352 -0.585
C -3.369 1.844 0.673
C -2.423 2.846 0.819
C -1.802 3.337 -0.310
S -0.503 4.559 -0.157
O -0.277 4.847 1.224
O -0.710 5.645 -1.065
N 0.829 3.729 -0.791
C 0.978 2.375 -0.533
C 0.696 1.888 0.743
C 0.786 0.540 1.004
C 1.168 -0.357 0.005
C 1.244 -1.777 0.244
N 1.585 -2.647 -0.635
C 1.565 -3.917 -0.155
C 1.884 -5.073 -0.866
C 1.808 -6.289 -0.229
C 1.420 -6.401 1.112
C 1.353 -7.753 1.753
C 1.102 -5.260 1.830
C 1.174 -4.031 1.198
S 0.835 -2.455 1.841
C 1.484 0.141 -1.263
C 1.386 1.488 -1.530
C -2.104 2.863 -1.571
H -3.122 2.016 -3.859
H -4.414 1.034 -3.152
H -2.775 0.397 -3.251
H -4.400 0.564 -0.690
H -3.869 1.444 1.542
H -2.160 3.252 1.782
H 1.042 4.024 -1.732
H 0.417 2.587 1.514
H 0.560 0.169 1.994
H 2.183 -4.992 -1.899
H 2.053 -7.190 -0.772
H 1.040 -7.679 2.791
H 0.648 -8.390 1.220
H 2.329 -8.237 1.717
H 0.801 -5.323 2.865
H 1.793 -0.555 -2.027
H 1.623 1.866 -2.514
H -1.605 3.292 -2.427

natural (NBO) atomic charge list, values in e, 5 entries: -0.631 0.005 -0.190 -0.200 -0.212

***

4.
Here is C21H18N2O4 in the gas phase from the OMol25 dataset. Energies are from wB97M-V/def2-TZVPD.

Values from the calculation:
* orbital gap: 7.75 eV
* spin multiplicity: 1
* DFT total energy: -33237.98739 eV
* energy above the lowest of the compared OMol25 structures with the same formula, charge and spin: 309.65 kJ/mol

Geometry (Å):
C -0.337 -3.003 0.776
C -0.341 -2.173 -0.506
O 0.291 -0.920 -0.342
C 1.634 -0.811 -0.316
C 2.505 -1.901 -0.503
C 3.858 -1.730 -0.480
C 4.429 -0.466 -0.239
C 5.829 -0.309 -0.181
C 6.389 0.911 0.073
C 5.557 2.016 0.288
C 4.195 1.892 0.230
C 3.575 0.654 -0.050
C 2.158 0.477 -0.127
C 1.279 1.618 -0.067
N 0.008 1.533 0.021
N -0.697 2.671 0.018
C -2.059 2.804 -0.007
O -2.523 3.924 -0.126
C -2.913 1.597 0.105
C -2.516 0.432 0.748
C -3.381 -0.652 0.874
C -4.636 -0.531 0.330
C -5.042 0.642 -0.314
C -4.207 1.720 -0.429
O -6.331 0.491 -0.755
C -6.727 -0.804 -0.363
O -5.658 -1.439 0.307
H 0.672 -3.296 1.057
H -0.758 -2.417 1.589
H -0.937 -3.897 0.635
H 0.099 -2.735 -1.339
H -1.369 -1.913 -0.771
H 2.106 -2.887 -0.683
H 4.512 -2.575 -0.637
H 6.450 -1.179 -0.336
H 7.461 1.029 0.117
H 5.998 2.978 0.507
H 3.597 2.767 0.424
H 1.743 2.608 -0.139
H -0.196 3.564 -0.075
H -1.520 0.360 1.148
H -3.088 -1.556 1.383
H -4.511 2.636 -0.906
H -7.596 -0.738 0.311
H -7.003 -1.392 -1.253

natural (NBO) atomic charge list, values in e, 5 entries: -0.639 -0.066 -0.474 0.336 -0.298

***

5.
Here is a molecular structure, C21H18N4O5Ta from the OMol25 dataset. Energies are from wB97M-V/def2-TZVPD.

Values from the calculation:
* orbital gap: 4.61 eV
* spin multiplicity: 1
* total charge: +3
* DFT total energy: -39790.51190 eV
* energy above the lowest of the compared OMol25 structures with the same formula, charge and spin: 36.70 kJ/mol

Geometry (Å):
Ta -0.176 0.899 -0.834
O 3.598 2.571 3.036
C 4.183 1.717 2.211
C 5.535 1.448 2.438
C 6.201 0.571 1.625
C 5.563 -0.086 0.542
C 4.254 0.160 0.294
C 3.518 1.070 1.122
C 2.175 1.333 0.869
O 1.559 0.679 -0.231
N 1.357 2.114 1.527
N 0.119 2.089 0.969
C -0.846 2.777 1.473
C -2.102 2.689 0.739
C -3.244 3.375 1.065
C -4.363 3.243 0.237
C -4.293 2.429 -0.883
C -3.117 1.752 -1.148
N -2.034 1.869 -0.353
H 2.659 2.703 2.822
H 6.025 1.950 3.261
H 7.250 0.378 1.813
H 6.124 -0.770 -0.077
H 3.757 -0.316 -0.539
H -0.709 3.394 2.354
H -3.264 4.012 1.939
H -5.274 3.780 0.468
H -5.134 2.318 -1.553
H -3.028 1.110 -2.015
O 0.127 2.677 -1.903
N 0.605 2.175 -2.967
O 0.577 0.926 -2.827
C -1.609 -2.020 -3.256
C -1.405 -1.925 -1.789
O -1.064 -0.680 -1.379
C -1.529 -2.946 -0.865
C -1.924 -4.235 -1.342
C -2.055 -5.285 -0.469
C -1.791 -5.082 0.886
C -1.399 -3.827 1.386
C -1.274 -2.773 0.529
H -1.342 -1.092 -3.751
H -2.655 -2.256 -3.474
H -1.005 -2.830 -3.670
H -2.126 -4.390 -2.393
H -2.357 -6.260 -0.825
H -1.892 -5.914 1.574
H -1.200 -3.710 2.442
H -0.972 -1.811 0.920

natural (NBO) atomic charge list, values in e, 5 entries: 2.550 -0.604 0.523 -0.299 -0.049

***

6.
Here is a molecular structure, C21H19Cl2InN3O7S2 from the OMol25 dataset. Energies are from wB97M-V/def2-TZVPD.

Values from the calculation:
* orbital gap: 7.29 eV
* spin multiplicity: 1
* total charge: -1
* DFT total energy: -92778.61704 eV
* energy above the lowest of the compared OMol25 structures with the same formula, charge and spin: 385.13 kJ/mol

Geometry (Å):
In -0.616 0.207 -0.864
C 0.429 -5.522 2.432
O 0.091 -4.165 2.242
C 1.115 -3.295 2.188
C 2.379 -3.518 2.558
C 3.414 -2.487 2.400
C 3.185 -1.321 1.811
C 1.836 -0.947 1.273
C 1.415 0.414 1.802
N 0.745 1.210 1.087
N 0.447 2.446 1.602
C -0.460 3.047 0.847
O -1.080 2.574 -0.146
C -0.766 4.468 1.248
C 0.041 5.172 2.138
C -0.252 6.491 2.453
C -1.353 7.118 1.884
C -2.158 6.421 0.993
C -1.863 5.102 0.674
C 0.697 -1.952 1.693
O -0.440 -1.580 1.787
H -0.480 -6.090 2.253
H 0.776 -5.711 3.452
H 1.202 -5.830 1.723
H 2.674 -4.474 2.968
H 4.409 -2.725 2.756
H 3.976 -0.607 1.617
H 1.700 0.651 2.828
H 0.899 4.668 2.563
H 0.381 7.033 3.146
H -1.578 8.150 2.128
H -3.017 6.905 0.544
H -2.461 4.540 -0.030
Cl 0.262 2.360 -3.262
C 1.440 3.176 -2.218
Cl 2.825 2.144 -1.829
H 0.933 3.425 -1.294
H 1.805 4.055 -2.733
O 2.974 -2.816 -1.193
S 1.734 -2.085 -1.165
O 0.602 -2.796 -0.582
O 1.983 -0.815 -0.153
O 1.403 -1.381 -2.398
S -2.756 0.399 -3.747
C -2.702 -1.271 -3.570
N -1.513 -1.937 -3.446
C -1.382 -3.278 -3.298
C -2.469 -4.085 -3.318
C -3.737 -3.472 -3.453
C -3.852 -2.120 -3.556
H -0.657 -1.390 -3.381
H -0.372 -3.629 -3.155
H -2.365 -5.154 -3.207
H -4.627 -4.091 -3.462
H -4.813 -1.631 -3.628

natural (NBO) atomic charge list, values in e, 5 entries: 0.729 -0.250 -0.469 0.238 -0.320

***

7.
Here is C21H19N3O4 in the gas phase from the OMol25 dataset. Energies are from wB97M-V/def2-TZVPD.

Values from the calculation:
* orbital gap: 8.84 eV
* spin multiplicity: 1
* DFT total energy: -34743.64137 eV
* energy above the lowest of the compared OMol25 structures with the same formula, charge and spin: 344.72 kJ/mol

Geometry (Å):
C 0.337 2.202 1.418
N 0.246 1.463 0.138
C -0.186 0.144 0.098
O -0.576 -0.290 -0.992
C -0.360 -0.758 1.270
C -1.085 -2.050 1.247
C -0.883 -2.621 2.464
C -1.317 -3.980 2.971
C -0.057 -4.721 3.481
C 0.893 -5.273 2.632
C 2.022 -5.934 3.135
C 2.255 -5.940 4.525
C 1.330 -5.371 5.381
C 0.156 -4.747 4.899
O -0.201 -1.722 3.236
N 0.175 -0.616 2.458
C 0.126 2.367 -1.050
C 0.855 1.872 -2.288
O 1.329 2.925 -3.131
C 0.442 3.612 -3.905
C 1.060 4.247 -4.975
C 0.306 4.934 -5.922
C -1.068 5.099 -5.784
C -1.684 4.506 -4.671
C -0.950 3.767 -3.717
N -1.696 3.265 -2.619
C -1.281 2.799 -1.389
O -2.113 2.911 -0.492
H 1.269 1.918 1.905
H 0.348 3.301 1.291
H -0.539 1.928 2.055
H -1.512 -2.519 0.397
H -2.034 -3.863 3.772
H -1.787 -4.549 2.170
H 0.793 -5.219 1.561
H 2.681 -6.394 2.428
H 3.207 -6.355 4.865
H 1.545 -5.406 6.462
H -0.448 -4.282 5.655
H 0.606 3.330 -0.872
H 0.216 1.132 -2.787
H 1.686 1.310 -1.911
H 2.145 4.229 -5.009
H 0.782 5.443 -6.730
H -1.605 5.722 -6.488
H -2.726 4.678 -4.580
H -2.700 3.507 -2.605

natural (NBO) atomic charge list, values in e, 5 entries: -0.410 -0.411 0.655 -0.611 0.052

***

8.
Here is C21H19N3O4 in the gas phase from the OMol25 dataset. Energies are from wB97M-V/def2-TZVPD.

Values from the calculation:
* orbital gap: 8.61 eV
* spin multiplicity: 1
* DFT total energy: -34741.66180 eV
* energy above the lowest of the compared OMol25 structures with the same formula, charge and spin: 535.72 kJ/mol

Geometry (Å):
C 1.034 2.023 2.361
N 1.170 0.872 1.446
C -0.007 0.222 1.021
O 0.063 -0.956 0.512
C -1.391 0.796 1.154
C -2.548 0.034 0.779
C -3.601 0.942 0.742
C -4.918 0.540 0.473
C -5.308 0.256 -0.958
C -6.077 -0.854 -1.257
C -6.610 -1.018 -2.531
C -6.441 -0.024 -3.460
C -5.712 1.096 -3.139
C -5.071 1.222 -1.935
O -3.269 2.156 1.222
N -1.788 2.032 1.495
C 2.440 0.280 1.047
C 3.287 1.246 0.185
O 4.701 0.960 -0.007
C 4.975 -0.358 -0.277
C 5.820 -0.672 -1.367
C 6.175 -1.941 -1.632
C 5.924 -2.976 -0.688
C 5.308 -2.723 0.460
C 4.780 -1.398 0.706
N 4.278 -1.200 1.973
C 3.289 -0.310 2.234
O 3.156 0.119 3.375
H 0.281 1.833 3.128
H 1.938 2.388 2.778
H 0.677 2.820 1.770
H -2.723 -1.050 0.665
H -5.107 -0.310 1.102
H -5.555 1.391 0.929
H -6.352 -1.695 -0.616
H -7.356 -1.745 -2.708
H -6.861 -0.076 -4.464
H -5.496 1.836 -3.942
H -4.602 2.127 -1.533
H 2.233 -0.680 0.627
H 3.441 2.183 0.715
H 2.906 1.533 -0.783
H 6.085 0.156 -2.048
H 6.947 -2.104 -2.485
H 6.049 -3.949 -1.090
H 5.163 -3.530 1.161
H 4.673 -1.492 2.861

natural (NBO) atomic charge list, values in e, 5 entries: -0.410 -0.405 0.653 -0.608 0.049

***

Please write out number 6 again, unchanged.
Here is a molecular structure, C21H19Cl2InN3O7S2 from the OMol25 dataset. Energies are from wB97M-V/def2-TZVPD.

Values from the calculation:
* orbital gap: 7.29 eV
* spin multiplicity: 1
* total charge: -1
* DFT total energy: -92778.61704 eV
* energy above the lowest of the compared OMol25 structures with the same formula, charge and spin: 385.13 kJ/mol

Geometry (Å):
In -0.616 0.207 -0.864
C 0.429 -5.522 2.432
O 0.091 -4.165 2.242
C 1.115 -3.295 2.188
C 2.379 -3.518 2.558
C 3.414 -2.487 2.400
C 3.185 -1.321 1.811
C 1.836 -0.947 1.273
C 1.415 0.414 1.802
N 0.745 1.210 1.087
N 0.447 2.446 1.602
C -0.460 3.047 0.847
O -1.080 2.574 -0.146
C -0.766 4.468 1.248
C 0.041 5.172 2.138
C -0.252 6.491 2.453
C -1.353 7.118 1.884
C -2.158 6.421 0.993
C -1.863 5.102 0.674
C 0.697 -1.952 1.693
O -0.440 -1.580 1.787
H -0.480 -6.090 2.253
H 0.776 -5.711 3.452
H 1.202 -5.830 1.723
H 2.674 -4.474 2.968
H 4.409 -2.725 2.756
H 3.976 -0.607 1.617
H 1.700 0.651 2.828
H 0.899 4.668 2.563
H 0.381 7.033 3.146
H -1.578 8.150 2.128
H -3.017 6.905 0.544
H -2.461 4.540 -0.030
Cl 0.262 2.360 -3.262
C 1.440 3.176 -2.218
Cl 2.825 2.144 -1.829
H 0.933 3.425 -1.294
H 1.805 4.055 -2.733
O 2.974 -2.816 -1.193
S 1.734 -2.085 -1.165
O 0.602 -2.796 -0.582
O 1.983 -0.815 -0.153
O 1.403 -1.381 -2.398
S -2.756 0.399 -3.747
C -2.702 -1.271 -3.570
N -1.513 -1.937 -3.446
C -1.382 -3.278 -3.298
C -2.469 -4.085 -3.318
C -3.737 -3.472 -3.453
C -3.852 -2.120 -3.556
H -0.657 -1.390 -3.381
H -0.372 -3.629 -3.155
H -2.365 -5.154 -3.207
H -4.627 -4.091 -3.462
H -4.813 -1.631 -3.628

natural (NBO) atomic charge list, values in e, 5 entries: 0.729 -0.250 -0.469 0.238 -0.320

***

Question: What is the DFT total energy in the fourth record?
Answer: -33237.98739 eV

***

Question: Among the records above, which one has the lowest orbital gap?
Answer: C21H18N2